Density functional theory data (ωB97M-V/def2-TZVPD) for a molecular structure, C23H36Cl2N2O3S2SiZr.

gap between HOMO and LUMO	7.3	eV
2S+1	1
relative energy (zero: lowest compared OMol25 entry of this formula, charge and spin)	0.00	kJ/mol
electronic energy	-3286.35407	a.u.
net charge	+2
lowest unoccupied orbital energy	-7.16	eV

Structure (XYZ):
```
70
Properties=species:S:1:pos:R:3:nbo_charge:R:1
Zr 1.1015 -0.1572 0.5859 1.671
Cl 3.5580 -1.1776 0.2776 0.154
C 4.3267 -0.3429 1.6321 -0.069
C 5.6732 -0.0652 1.5302 -0.215
C 6.2780 0.5976 2.5881 -0.159
C 5.5336 0.9778 3.6946 -0.192
C 4.1785 0.6888 3.7621 -0.075
Cl 3.2839 1.1964 5.1424 0.081
C 3.5376 -0.0006 2.7280 -0.138
S 1.8285 -0.4565 2.8813 -0.170
H 6.2348 -0.3632 0.6558 0.253
H 7.3352 0.8203 2.5463 0.252
H 5.9982 1.4995 4.5197 0.259
N 2.3939 1.1438 -2.2147 -0.758
C 2.7273 1.9533 -1.1888 0.452
C 3.5267 3.0869 -1.4241 -0.277
C 3.8261 3.9267 -0.3917 -0.073
C 3.3317 3.6648 0.8991 -0.262
C 2.5639 2.5618 1.0773 0.051
N 2.2516 1.6944 0.0568 -0.706
H 2.7950 1.3207 -3.1208 0.429
H 1.9237 0.2556 -2.1093 0.415
H 3.8930 3.2725 -2.4246 0.248
H 4.4473 4.7950 -0.5693 0.254
H 3.5477 4.3150 1.7335 0.259
H 2.1617 2.3104 2.0510 0.234
C -1.4378 2.5100 -1.0569 -0.643
C -1.6760 1.6127 0.1365 0.324
C -1.1281 2.1916 1.4229 -0.645
C -3.1229 1.1975 0.2773 -0.649
O -0.8366 0.3548 -0.1184 -1.043
Si -1.3145 -1.1032 -0.9312 2.284
S 0.6714 -1.9089 -1.0372 -0.640
O -1.9698 -0.6638 -2.3072 -0.986
C -2.8122 -1.4224 -3.2727 0.299
C -2.2704 -2.8373 -3.3775 -0.650
C -2.6794 -0.6725 -4.5804 -0.625
C -4.2332 -1.3968 -2.7435 -0.640
O -2.2742 -1.9282 0.0417 -0.975
C -2.1414 -2.5943 1.3334 0.304
C -1.8778 -4.0647 1.0631 -0.636
C -0.9855 -1.9778 2.1217 -0.647
C -3.4573 -2.3847 2.0569 -0.626
H -1.9821 3.4441 -0.9133 0.250
H -1.7900 2.0386 -1.9734 0.248
H -0.3766 2.7467 -1.1625 0.213
H -1.7006 3.0756 1.7034 0.273
H -0.0932 2.5207 1.3028 0.215
H -1.2079 1.4849 2.2537 0.233
H -3.7193 2.0966 0.4369 0.254
H -3.2713 0.5358 1.1290 0.226
H -3.4928 0.7077 -0.6237 0.242
H -1.2313 -2.8331 -3.7120 0.221
H -2.8540 -3.4040 -4.1029 0.250
H -2.3429 -3.3619 -2.4210 0.216
H -1.6429 -0.6645 -4.9185 0.218
H -3.0250 0.3557 -4.4708 0.221
H -3.2864 -1.1572 -5.3452 0.237
H -4.2989 -1.8884 -1.7717 0.222
H -4.8917 -1.9225 -3.4357 0.241
H -4.5919 -0.3706 -2.6523 0.218
H -0.9560 -4.1981 0.4935 0.216
H -2.7043 -4.4936 0.4970 0.237
H -1.7859 -4.6131 2.0014 0.236
H -0.0297 -2.2908 1.6851 0.220
H -0.9647 -2.3361 3.1510 0.273
H -1.1047 -0.8873 2.1820 0.211
H -4.2816 -2.7427 1.4414 0.239
H -3.6244 -1.3314 2.2842 0.207
H -3.4610 -2.9409 2.9944 0.236
```

***

Density functional theory data (ωB97M-V/def2-TZVPD) for a gas-phase ion, C3H7N4O (charge +1).

gap between HOMO and LUMO (spin up / spin down)	6.8 / 6.9	eV
SMILES	NN1C=[N+]([O-])C=[NH+]C1
2S+1	1
relative energy (zero: lowest compared OMol25 entry of this formula, charge and spin)	546.80	kJ/mol
electronic energy	-412.33882	a.u.
net charge	+1
lowest unoccupied orbital energy (spin up / spin down)	-5.64 / -5.58	eV

Structure (XYZ):
```
15
Properties=species:S:1:pos:R:3:nbo_charge:R:1
C 0.5845 -1.1013 -0.1175 0.267
C 1.4364 1.0763 0.2295 0.255
C -0.7466 0.7687 -0.5307 -0.085
N -0.6454 -0.5716 -0.1277 -0.124
N 0.1805 1.6257 0.0812 -0.545
N 1.6862 -0.2666 -0.0927 0.022
N -1.7214 -1.3305 0.1626 -0.596
O 2.8272 -0.7645 -0.0966 -0.486
H 0.5499 -2.2114 -0.2109 0.269
H 2.3078 1.5644 0.6931 0.271
H -0.5437 0.6543 -1.6624 0.224
H -1.8583 1.2129 -0.3274 0.264
H -0.0821 2.4075 0.7218 0.455
H -1.4361 -2.1527 0.6895 0.395
H -2.5390 -0.9111 0.5885 0.415
```

***

Density functional theory data (ωB97M-V/def2-TZVPD) for a molecular structure, C22H15F6IN4O5SSr.

gap between HOMO and LUMO	5.2	eV
2S+1	1
electronic energy	-2768.64693	a.u.
net charge	-2
lowest unoccupied orbital energy	3.95	eV

Structure (XYZ):
```
55
Properties=species:S:1:pos:R:3:nbo_charge:R:1
Sr 0.2085 0.1504 0.1305 1.785
O 1.1367 -4.0955 0.7840 -0.722
C 1.1072 -2.8745 0.5973 0.749
O 0.0976 -2.1557 0.4010 -0.836
C 2.4472 -2.1331 0.6071 0.113
C 3.6632 -2.7866 0.7685 -0.235
C 4.8233 -2.0276 0.7731 -0.193
C 4.7318 -0.6528 0.6251 -0.236
C 3.4721 -0.0906 0.4413 0.119
N 2.3742 -0.8257 0.4288 -0.500
C 3.2493 1.4118 0.2089 0.741
O 4.2070 2.1653 0.4245 -0.729
O 2.1001 1.7157 -0.1866 -0.815
H 3.6689 -3.8614 0.8800 0.231
H 5.7911 -2.5047 0.8882 0.193
H 5.6027 -0.0134 0.6349 0.229
N -4.1925 2.7249 0.0643 -0.536
C -3.6667 3.9772 -0.1149 0.104
C -4.1624 5.2521 0.1000 -0.254
C -3.3379 6.3097 -0.2385 -0.230
C -2.0656 6.1027 -0.7751 -0.249
C -1.5761 4.8346 -1.0154 -0.207
C -2.3914 3.7549 -0.6928 0.161
N -2.1757 2.4138 -0.8375 -0.438
C -3.2377 1.8274 -0.3667 0.396
C -3.4566 0.4000 -0.3221 0.072
C -4.6712 -0.2353 -0.2775 -0.438
S -4.4476 -1.9391 -0.2484 0.352
C -2.7206 -1.6685 -0.2920 -0.056
N -2.3916 -0.4395 -0.3292 -0.431
H -5.0211 2.4909 0.5804 0.411
H -5.1387 5.4219 0.5350 0.200
H -3.6903 7.3219 -0.0921 0.195
H -1.4450 6.9633 -0.9821 0.201
H -0.5959 4.6611 -1.4314 0.233
H -5.6598 0.1845 -0.3022 0.219
H -2.0215 -2.4834 -0.2690 0.277
I -1.2226 -1.6387 -3.3707 -0.192
C -0.1494 0.0556 -2.4554 -1.038
H -0.7583 0.8922 -2.8034 0.162
H 0.7613 0.0669 -3.0610 0.156
C 0.3371 3.0833 1.9662 -0.681
C -0.4721 1.9176 2.5719 0.141
O -1.0160 1.0713 1.7219 -0.945
C 0.4501 1.1774 3.5960 0.944
F 1.0131 1.9885 4.5347 -0.353
F 1.4750 0.5588 2.9953 -0.332
F -0.1996 0.2297 4.2996 -0.334
C -1.6064 2.5854 3.4253 0.943
F -2.4004 1.7185 4.0821 -0.337
F -1.1848 3.4698 4.3684 -0.354
F -2.4386 3.2939 2.6326 -0.347
H 1.0689 2.6873 1.2689 0.266
H 0.8378 3.6651 2.7388 0.209
H -0.3379 3.7276 1.4074 0.217
```

***

Density functional theory data (ωB97M-V/def2-TZVPD) for a molecular structure, C5H7O4Pt.

gap between HOMO and LUMO (spin up / spin down)	6.6 / 7.1	eV
2S+1	3
relative energy (zero: lowest compared OMol25 entry of this formula, charge and spin)	59.08	kJ/mol
electronic energy	-614.39101	a.u.
net charge	+1
lowest unoccupied orbital energy (spin up / spin down)	-4.78 / -5.88	eV

Structure (XYZ):
```
17
Properties=species:S:1:pos:R:3:lowdin_spin:R:1
H 3.0536 -0.6908 -0.4656 0.005
Pt 2.3197 2.2245 -0.2518 1.363
O 3.0896 0.9720 0.7697 0.217
O 1.4923 -0.6914 0.8000 0.009
C 0.2031 -0.1267 0.8510 -0.001
C -0.2951 -0.0137 -0.5890 0.012
O 1.6422 0.7848 -0.9527 0.358
C 2.4092 0.0720 0.0132 0.013
H -0.4281 -0.7994 1.4464 0.000
H 0.2666 0.8771 1.3057 -0.001
H -0.6420 0.9835 -0.8789 0.002
H 0.0180 -0.8609 -1.2139 0.002
H -2.4569 -0.7106 -1.5288 0.000
O -3.6477 0.5572 0.9965 0.006
C -2.0899 -0.7410 -0.4935 0.009
C -2.9706 -0.0632 0.3301 0.007
H -1.9642 -1.7734 -0.1386 0.000
```